The following is a quantum chemistry calculation of a structure of composition C18H30CdCl6F2O19S in a non-equilibrium geometry, from OMol25.

Cartesian coordinates (Å):
Cd -0.1426 -1.2123 1.3561
Cl 0.3881 5.4038 -0.1771
Cl 2.5876 2.1835 -2.7999
Cl -0.8579 2.2452 -4.7982
Cl 4.9148 1.2709 -1.1771
Cl -0.9250 4.7495 -3.2932
Cl 3.2828 5.0037 0.2370
S -0.4860 0.5163 -0.5986
F -4.1350 1.7285 0.8934
F -1.0914 -2.5295 -4.9556
O -2.5999 -4.7151 0.3773
O -1.1920 0.2412 -1.8429
O -3.7061 -2.9101 0.6421
O 1.2910 -1.9941 -2.7782
O -4.4813 3.1396 -0.8400
O 3.5734 -1.9299 1.0410
O -0.7462 -2.8719 -2.7379
O 3.1847 -3.7461 2.1713
O -0.2502 2.3463 3.2510
O 0.7201 -3.4235 -1.1615
O -3.6610 4.9558 0.1594
O -4.9853 5.2016 -1.6021
O 1.5397 -2.2645 1.7977
O 0.6561 0.4309 2.5052
O -0.0320 1.8849 -0.3713
O -1.4674 -2.7833 0.5667
O 1.7918 2.3363 2.5643
O 0.6491 -0.4220 -0.3158
O -1.3773 0.0666 0.5103
C 1.8810 4.5140 -0.6100
C -1.4667 1.7146 3.5996
C -3.0768 3.8748 0.8850
C -0.8226 -1.8817 -3.7888
C 0.5500 -1.2324 -3.7761
C 3.1667 1.1803 -1.4328
C -1.3778 -5.4359 0.2999
C 0.4544 -2.8271 -2.1738
C 4.8085 -2.4629 0.5594
C -2.5100 -3.3991 0.4976
C 2.3343 -4.6189 2.8601
C -4.4050 4.5010 -0.8455
C 2.9735 1.6828 2.1319
C -0.9018 3.0158 -3.1722
C -3.5385 2.6616 0.0708
C 0.7097 1.6202 2.7391
C -3.9577 -1.5017 0.4884
C 2.6668 -2.6433 1.6387
H -1.7724 2.6030 -2.6788
H -2.1137 2.5419 3.8779
H 5.3370 -3.0322 1.3212
H -1.4139 1.0405 4.4585
H 2.6687 -4.7667 3.8934
H -3.6019 -0.9710 1.3693
H 2.2627 -5.6384 2.4805
H 2.6144 1.4853 -0.5501
H 1.3026 -4.3095 3.0404
H 4.5677 -3.0562 -0.3207
H -3.4595 -1.1019 -0.3916
H -1.0036 -5.5891 1.3166
H 3.5723 2.4096 1.5918
H 0.0061 2.6313 -2.7294
H 5.4747 -1.6521 0.2774
H -1.6346 -1.1839 -3.5953
H 1.0749 -1.3976 -4.7138
H 1.6919 3.4665 -0.4001
H -1.6228 -6.4239 -0.0847
H 1.9771 4.6742 -1.6772
H -2.7557 2.1625 -0.5012
H -5.0388 -1.4434 0.4158
H -1.9435 1.1121 2.8236
H -0.5999 -4.9855 -0.3136
H 0.5405 -0.2161 -3.3985
H 3.5886 1.4022 2.9965
H 2.8563 0.1537 -1.6081
H -1.9834 3.8847 0.9007
H 2.7883 0.7205 1.6572
H -3.3111 3.8154 1.9477

Properties
LUMO energy: -0.30 eV
gap between HOMO and LUMO: 9.25 eV

=====

The following is a quantum chemistry calculation of a structure of composition C32H49N8O2PPdS, from OMol25.

Cartesian coordinates (Å):
Pd -1.2300 -0.0062 -0.5005
S -0.0418 -3.1544 -0.4835
P 1.9383 0.4926 0.4863
O -1.1053 -2.1297 -0.9064
O 0.6727 -0.3187 0.5853
N 3.1603 -0.3281 1.2060
N -2.9116 -0.0736 -1.8993
N -3.3629 0.3024 -4.0303
N 2.2295 0.7867 -1.1349
N 1.8083 1.9544 1.2203
N -1.8214 1.7377 0.6429
N -0.7671 1.7746 -1.8656
N -1.8558 3.9254 0.9094
C -2.5864 3.4000 1.9706
C 1.9867 -0.3633 -2.0498
C -3.8632 1.7507 3.7423
C -3.2069 1.1654 2.6800
C 3.9997 0.6528 -2.7576
C -4.0473 -0.8605 -3.6969
C -1.8724 1.9500 -2.8312
C -3.2488 3.9972 3.0372
C 4.7635 -0.8958 2.8315
C -4.2663 -2.2051 -1.6954
C -0.6719 -4.6740 -1.2047
C -3.8835 3.1445 3.9170
C 4.2540 0.2726 1.9959
C -1.4235 2.8888 0.1624
C 4.5865 -2.0827 1.8875
C -0.3363 -3.4349 1.2701
C -1.7705 -3.7857 1.6219
C -4.8802 -1.6966 -4.4336
C -5.0915 -3.0391 -2.4180
C -2.5610 2.0162 1.7871
C -0.5350 2.9672 -1.0362
C 1.2322 3.4591 2.9254
C -3.7384 -1.0995 -2.3586
C -2.7100 0.7152 -2.9279
C 2.6668 3.1434 1.0189
C 2.7170 0.0469 -3.3172
C 1.1935 1.9807 2.5704
C 0.1076 -5.8976 -0.7473
C 2.5728 3.9014 2.3456
C -5.3924 -2.7893 -3.7681
C 3.2348 -1.8052 1.2359
C 3.5199 1.4267 -1.5280
H -3.2710 5.0698 3.1735
H -3.3867 0.7754 -4.9187
H -5.5288 -3.9043 -1.9385
H 3.3491 2.4791 -1.7593
H -0.1981 -6.7585 -1.3393
H -2.4649 -3.0748 1.1729
H -4.3794 1.1274 4.4593
H 0.1023 1.5348 -2.3304
H 0.1899 1.5613 2.5359
H 0.4074 3.9804 2.4340
H 3.3801 3.5858 3.0091
H -1.8968 -3.7435 2.7030
H 2.8910 -0.7936 -3.9861
H 3.1583 -2.2345 0.2364
H -6.0483 -3.4690 -4.2943
H 5.7914 -0.7525 3.1574
H -5.1183 -1.5016 -5.4703
H 4.5279 1.2903 -3.4630
H -0.6948 3.8918 -1.5977
H -4.0374 -2.3908 -0.6553
H 5.3750 -2.0812 1.1325
H -4.4141 3.5589 4.7630
H -1.7348 -4.7211 -0.9683
H -0.5748 -4.5087 -2.2784
H 1.1494 3.6305 3.9966
H 2.2909 3.7477 0.1870
H 2.4169 -2.2032 1.8423
H 0.9177 -0.5355 -2.1899
H 0.5016 2.9367 -0.6996
H -0.0823 -6.1335 0.2993
H 4.1380 -1.0200 3.7178
H 4.2529 1.3734 -0.7214
H -1.6892 4.9009 0.7246
H 5.0493 0.6502 1.3451
H 1.1815 -5.7675 -0.8864
H 2.6614 4.9772 2.2091
H -2.0417 -4.7896 1.2989
H 3.8902 1.0999 2.6046
H 3.6982 2.8779 0.7885
H -2.5127 2.7607 -2.4751
H 1.7830 1.3976 3.2871
H -1.4937 2.2484 -3.8112
H -3.1953 0.0925 2.5404
H 2.1418 0.8011 -3.8632
H 4.6794 -0.1461 -2.4565
H 0.3782 -4.2045 1.5713
H 4.6076 -3.0453 2.3944
H -0.0223 -2.4909 1.7180
H 2.4121 -1.2928 -1.6579

Properties
LUMO energy (alpha / beta): -4.18 / -6.30 eV
total charge: +2
gap between HOMO and LUMO (alpha / beta): 9.24 / 7.15 eV
2S+1: 3

=====

The following is a quantum chemistry calculation of a structure of composition C8H24KO4 in a non-equilibrium geometry, from OMol25.

Cartesian coordinates (Å):
K -1.5654 0.8304 -1.6303
O 2.5783 2.9667 -4.2657
O -6.0923 0.0831 1.5514
O 0.9827 1.5270 3.4334
O 1.4608 -3.4546 -3.7262
C -6.9601 -0.7474 3.6431
C -0.0227 1.3990 4.4112
C 3.9136 3.0205 -3.9309
C 4.1266 3.3188 -2.4231
C 0.5799 1.5493 5.8196
C 2.7883 -3.5715 -4.1609
C 3.3325 -5.0051 -4.0218
C -6.6375 -1.0974 2.1570
H 3.4348 3.9927 -1.9177
H 4.3407 -4.9660 -4.4341
H -6.8131 0.6769 1.3292
H 2.6593 -5.6923 -4.5343
H 4.2034 3.8709 -4.5482
H 2.1882 3.8439 -4.2632
H -0.7992 2.1451 4.2427
H -5.9017 -1.8995 2.0990
H 5.1663 3.5901 -2.2406
H 1.2345 0.6897 5.9631
H -6.0112 -0.4536 4.0919
H -7.6220 0.1156 3.7151
H 0.8457 -3.9400 -4.2808
H -0.6390 0.5055 4.3111
H -7.5038 -1.5666 4.1136
H 4.0219 2.4065 -1.8359
H -7.5768 -1.2437 1.6237
H 2.6815 -3.1697 -5.1685
H 3.4020 -2.8298 -3.6497
H -0.2060 1.3925 6.5585
H 3.5263 -5.3482 -3.0056
H 1.2204 2.4310 5.7961
H 4.5093 2.1588 -4.2323
H 1.1537 2.4714 3.4103

Properties
LUMO energy: -4.23 eV
total charge: +1
gap between HOMO and LUMO: 8.04 eV

=====

Copy entry 1 word for word.
The following is a quantum chemistry calculation of a structure of composition C18H30CdCl6F2O19S in a non-equilibrium geometry, from OMol25.

Cartesian coordinates (Å):
Cd -0.1426 -1.2123 1.3561
Cl 0.3881 5.4038 -0.1771
Cl 2.5876 2.1835 -2.7999
Cl -0.8579 2.2452 -4.7982
Cl 4.9148 1.2709 -1.1771
Cl -0.9250 4.7495 -3.2932
Cl 3.2828 5.0037 0.2370
S -0.4860 0.5163 -0.5986
F -4.1350 1.7285 0.8934
F -1.0914 -2.5295 -4.9556
O -2.5999 -4.7151 0.3773
O -1.1920 0.2412 -1.8429
O -3.7061 -2.9101 0.6421
O 1.2910 -1.9941 -2.7782
O -4.4813 3.1396 -0.8400
O 3.5734 -1.9299 1.0410
O -0.7462 -2.8719 -2.7379
O 3.1847 -3.7461 2.1713
O -0.2502 2.3463 3.2510
O 0.7201 -3.4235 -1.1615
O -3.6610 4.9558 0.1594
O -4.9853 5.2016 -1.6021
O 1.5397 -2.2645 1.7977
O 0.6561 0.4309 2.5052
O -0.0320 1.8849 -0.3713
O -1.4674 -2.7833 0.5667
O 1.7918 2.3363 2.5643
O 0.6491 -0.4220 -0.3158
O -1.3773 0.0666 0.5103
C 1.8810 4.5140 -0.6100
C -1.4667 1.7146 3.5996
C -3.0768 3.8748 0.8850
C -0.8226 -1.8817 -3.7888
C 0.5500 -1.2324 -3.7761
C 3.1667 1.1803 -1.4328
C -1.3778 -5.4359 0.2999
C 0.4544 -2.8271 -2.1738
C 4.8085 -2.4629 0.5594
C -2.5100 -3.3991 0.4976
C 2.3343 -4.6189 2.8601
C -4.4050 4.5010 -0.8455
C 2.9735 1.6828 2.1319
C -0.9018 3.0158 -3.1722
C -3.5385 2.6616 0.0708
C 0.7097 1.6202 2.7391
C -3.9577 -1.5017 0.4884
C 2.6668 -2.6433 1.6387
H -1.7724 2.6030 -2.6788
H -2.1137 2.5419 3.8779
H 5.3370 -3.0322 1.3212
H -1.4139 1.0405 4.4585
H 2.6687 -4.7667 3.8934
H -3.6019 -0.9710 1.3693
H 2.2627 -5.6384 2.4805
H 2.6144 1.4853 -0.5501
H 1.3026 -4.3095 3.0404
H 4.5677 -3.0562 -0.3207
H -3.4595 -1.1019 -0.3916
H -1.0036 -5.5891 1.3166
H 3.5723 2.4096 1.5918
H 0.0061 2.6313 -2.7294
H 5.4747 -1.6521 0.2774
H -1.6346 -1.1839 -3.5953
H 1.0749 -1.3976 -4.7138
H 1.6919 3.4665 -0.4001
H -1.6228 -6.4239 -0.0847
H 1.9771 4.6742 -1.6772
H -2.7557 2.1625 -0.5012
H -5.0388 -1.4434 0.4158
H -1.9435 1.1121 2.8236
H -0.5999 -4.9855 -0.3136
H 0.5405 -0.2161 -3.3985
H 3.5886 1.4022 2.9965
H 2.8563 0.1537 -1.6081
H -1.9834 3.8847 0.9007
H 2.7883 0.7205 1.6572
H -3.3111 3.8154 1.9477

Properties
LUMO energy: -0.30 eV
gap between HOMO and LUMO: 9.25 eV